Below is a 3-piece molecular cluster, C37H82BClN2O9S overall, with properties calculated with wB97M-V/def2-TZVPD.

Summary:
SMILES	CCCCCCCCCCCCCCCCCC[C@@H](S)O[C@@H](B(O)OC)[C@@H](Cl)OCCOC.COCCNCCOC.COCCNCCOC

Bonds (Å) are listed after each position.
Element x y z (Å)
1 C -0.065 -5.242 -6.811  C2 1.669, H34 1.188, H35 1.188, H36 1.172
2 C -0.661 -3.767 -7.315  C1 1.669, C3 1.671, H37 1.180, H38 1.182
3 C -0.778 -2.862 -5.916  C2 1.671, C4 1.640, H39 1.172, H40 1.187
4 C -2.127 -3.392 -5.149  C3 1.640, C5 1.663, H41 1.186, H42 1.174
5 C -1.816 -3.364 -3.515  C4 1.663, C6 1.663, H43 1.171, H44 1.173
6 C -1.369 -4.860 -2.942  C5 1.663, C7 1.640, H45 1.191, H46 1.171
7 C -2.735 -5.729 -2.686  C6 1.640, C8 1.642, H47 1.179, H48 1.186
8 C -2.599 -6.918 -1.562  C7 1.642, C9 1.642, H49 1.174, H50 1.185
9 C -1.972 -6.435 -0.123  C8 1.642, C10 1.666, H51 1.182, H52 1.175
10 C -2.950 -5.359 0.689  C9 1.666, C11 1.639, H53 1.184, H54 1.180
11 C -2.496 -3.865 0.189  C10 1.639, C12 1.644, H55 1.192, H56 1.183
12 C -2.973 -2.633 1.167  C11 1.644, C13 1.641, H57 1.193, H58 1.170
13 C -2.050 -1.279 1.067  C12 1.641, C14 1.639, H59 1.183, H60 1.194
14 C -1.526 -0.911 -0.442  C13 1.639, C15 1.663, H61 1.170, H62 1.193
15 C -0.300 0.197 -0.252  C14 1.663, C16 1.636, H63 1.170, H64 1.194
16 C -0.809 1.681 0.210  C15 1.636, C17 1.636, H65 1.170, H66 1.194
17 C 0.229 2.527 1.151  C16 1.636, C18 1.635, H67 1.194, H68 1.194
18 C 1.813 2.170 0.960  C17 1.635, C19 1.639, H69 1.194, H70 1.175
19 C 2.505 1.344 2.194  C18 1.639, S20 1.871, O21 1.472, H71 1.194
20 S 1.366 0.192 3.130  C19 1.871, H72 1.404
21 O 3.706 0.572 1.835  C19 1.472, C22 1.470
22 C 4.692 1.375 1.097  O21 1.470, B23 1.678, C27 1.659, H73 1.170
23 B 6.182 1.030 1.784  C22 1.678, O24 1.503, O25 1.481
24 O 7.330 1.791 1.182  B23 1.503, H74 1.020
25 O 6.321 0.021 2.859  B23 1.481, C26 1.498
26 C 6.596 -1.283 2.172  O25 1.498, H75 1.189, H76 1.181, H77 1.177
27 C 4.729 0.832 -0.470  C22 1.659, Cl28 1.883, O29 1.471, H78 1.193
28 Cl 3.703 -0.747 -0.465  C27 1.883
29 O 4.271 1.828 -1.450  C27 1.471, C30 1.471
30 C 4.063 1.249 -2.786  O29 1.471, C31 1.654, H79 1.194, H80 1.194
31 C 5.380 0.458 -3.398  C30 1.654, O32 1.471, H81 1.194, H82 1.170
32 O 5.307 -1.008 -3.302  C31 1.471, C33 1.471
33 C 6.587 -1.608 -2.896  O32 1.471, H83 1.193, H84 1.170, H85 1.194
34 H -0.852 -5.806 -6.121  C1 1.188
35 H 0.209 -5.942 -7.731  C1 1.188
36 H 0.863 -5.008 -6.135  C1 1.172
37 H 0.063 -3.269 -8.103  C2 1.180
38 H -1.733 -3.871 -7.801  C2 1.182
39 H 0.144 -3.101 -5.233  C3 1.172
40 H -0.805 -1.710 -6.203  C3 1.187
41 H -3.034 -2.654 -5.340  C4 1.186
42 H -2.461 -4.467 -5.481  C4 1.174
43 H -2.784 -2.944 -3.009  C5 1.171
44 H -0.947 -2.591 -3.364  C5 1.173
45 H -0.660 -5.323 -3.780  C6 1.191
46 H -0.721 -4.662 -1.987  C6 1.171
47 H -3.031 -6.245 -3.703  C7 1.179
48 H -3.597 -4.948 -2.450  C7 1.186
49 H -1.929 -7.783 -1.988  C8 1.174
50 H -3.694 -7.333 -1.380  C8 1.185
51 H -0.890 -5.972 -0.231  C9 1.182
52 H -1.890 -7.376 0.576  C9 1.175
53 H -2.735 -5.405 1.853  C10 1.184
54 H -4.068 -5.612 0.411  C10 1.180
55 H -1.305 -3.857 0.153  C11 1.192
56 H -2.857 -3.586 -0.902  C11 1.183
57 H -4.067 -2.320 0.808  C12 1.193
58 H -2.982 -2.970 2.287  C12 1.170
59 H -1.123 -1.278 1.803  C13 1.183
60 H -2.731 -0.363 1.414  C13 1.194
61 H -2.365 -0.513 -1.155  C14 1.170
62 H -1.020 -1.827 -1.015  C14 1.193
63 H 0.553 -0.270 0.398  C15 1.170
64 H 0.161 0.327 -1.345  C15 1.194
65 H -1.035 2.308 -0.752  C16 1.170
66 H -1.842 1.617 0.804  C16 1.194
67 H 0.102 3.671 0.832  C17 1.194
68 H -0.147 2.499 2.284  C17 1.194
69 H 2.388 3.215 0.904  C18 1.194
70 H 2.087 1.614 -0.039  C18 1.175
71 H 2.868 2.166 2.980  C19 1.194
72 H 1.676 0.117 4.497  S20 1.404
73 H 4.568 2.534 1.195  C22 1.170
74 H 6.944 2.337 0.412  O24 1.020
75 H 5.520 -1.713 1.904  C26 1.189
76 H 7.166 -1.937 2.974  C26 1.181
77 H 7.213 -1.106 1.185  C26 1.177
78 H 5.852 0.469 -0.647  C27 1.193
79 H 3.063 0.603 -2.879  C30 1.194
80 H 3.885 2.173 -3.520  C30 1.194
81 H 5.385 0.712 -4.564  C31 1.194
82 H 6.356 0.937 -2.964  C31 1.170
83 H 7.171 -2.115 -3.805  C33 1.193
84 H 7.290 -0.908 -2.274  C33 1.170
85 H 6.315 -2.518 -2.174  C33 1.194
86 C 5.782 5.584 1.590  O87 1.417, H95 1.091, H96 1.090, H97 1.096
87 O 5.463 5.873 0.240  C86 1.417, C88 1.436
88 C 4.175 5.401 -0.185  O87 1.436, C89 1.541, H98 1.092, H99 1.099
89 C 3.131 6.534 -0.208  C88 1.541, N90 1.463, H100 1.098, H101 1.093
90 N 2.749 6.966 1.137  C89 1.463, C91 1.464, H102 1.014
91 C 2.139 8.294 1.229  N90 1.464, C92 1.548, H103 1.096, H104 1.101
92 C 2.798 9.495 0.510  C91 1.548, O93 1.427, H105 1.099, H106 1.094
93 O 3.997 9.984 1.110  C92 1.427, C94 1.419
94 C 5.125 9.137 0.953  O93 1.419, H107 1.090, H108 1.083, H109 1.095
95 H 6.860 5.690 1.716  C86 1.091
96 H 5.305 6.282 2.278  C86 1.090
97 H 5.501 4.561 1.864  C86 1.096
98 H 3.842 4.542 0.401  C88 1.092
99 H 4.311 5.054 -1.219  C88 1.099
100 H 2.233 6.186 -0.735  C89 1.098
101 H 3.564 7.349 -0.794  C89 1.093
102 H 3.562 6.949 1.743  N90 1.014
103 H 2.082 8.535 2.296  C91 1.096
104 H 1.101 8.208 0.873  C91 1.101
105 H 2.086 10.330 0.577  C92 1.099
106 H 2.943 9.327 -0.562  C92 1.094
107 H 5.193 8.722 -0.052  C94 1.090
108 H 5.094 8.362 1.710  C94 1.083
109 H 6.028 9.727 1.140  C94 1.095
110 C -5.394 -3.090 4.630  O111 1.417, H119 1.091, H120 1.090, H121 1.096
111 O -5.713 -2.801 3.280  C110 1.417, C112 1.436
112 C -7.000 -3.273 2.855  O111 1.436, C113 1.541, H122 1.092, H123 1.099
113 C -8.045 -2.141 2.832  C112 1.541, N114 1.463, H124 1.098, H125 1.093
114 N -8.426 -1.709 4.177  C113 1.463, C115 1.464, H126 1.014
115 C -9.037 -0.381 4.269  N114 1.464, C116 1.548, H127 1.096, H128 1.101
116 C -8.378 0.821 3.550  C115 1.548, O117 1.427, H129 1.099, H130 1.094
117 O -7.179 1.309 4.151  C116 1.427, C118 1.419
118 C -6.051 0.463 3.994  O117 1.419, H131 1.090, H132 1.083, H133 1.095
119 H -4.316 -2.984 4.757  C110 1.091
120 H -5.871 -2.392 5.319  C110 1.090
121 H -5.675 -4.113 4.904  C110 1.096
122 H -7.334 -4.132 3.442  C112 1.092
123 H -6.864 -3.620 1.822  C112 1.099
124 H -8.943 -2.489 2.306  C113 1.098
125 H -7.612 -1.326 2.247  C113 1.093
126 H -7.613 -1.726 4.783  N114 1.014
127 H -9.094 -0.139 5.337  C115 1.096
128 H -10.075 -0.466 3.913  C115 1.101
129 H -9.090 1.655 3.618  C116 1.099
130 H -8.233 0.653 2.479  C116 1.094
131 H -5.982 0.047 2.989  C118 1.090
132 H -6.082 -0.312 4.750  C118 1.083
133 H -5.148 1.053 4.180  C118 1.095

=====

Below is a 6-piece molecular cluster, C50H57ClF3N9OS3 overall, with properties calculated with wB97M-V/def2-TZVPD.

Summary:
SMILES	CCN(CC)C(=S)SCCCc1c(CC(=O)Cl)c(CCC(F)=C(F)F)c(CCCN)c2ncc(S)nc12.c1ccncc1.c1ccncc1.c1ccncc1.c1ccncc1.c1ccncc1

Bonds (Å) are listed after each position.
Element x y z (Å)
1 C 6.663 -3.537 1.038  C2 1.537, H38 1.090, H39 1.085, H40 1.086
2 C 5.979 -2.289 1.620  C1 1.537, N3 1.471, H41 1.086, H42 1.089
3 N 6.132 -1.143 0.710  C2 1.471, C4 1.490, C6 1.405
4 C 7.585 -0.823 0.644  N3 1.490, C5 1.519, H43 1.088, H44 1.094
5 C 7.949 0.580 0.187  C4 1.519, H45 1.087, H46 1.088, H47 1.086
6 C 5.355 -0.047 1.121  N3 1.405, S7 1.627, S8 1.787
7 S 4.869 0.243 2.646  C6 1.627
8 S 4.815 1.098 -0.140  C6 1.787, C9 1.818
9 C 3.539 0.128 -0.998  S8 1.818, C10 1.530, H48 1.087, H49 1.085
10 C 2.267 -0.050 -0.166  C9 1.530, C11 1.540, H50 1.090, H51 1.087
11 C 1.129 0.904 -0.574  C10 1.540, C12 1.516, H52 1.078, H53 1.086
12 C -0.201 0.227 -0.305  C11 1.516, C13 1.384, C37 1.428
13 C -1.024 0.553 0.758  C12 1.384, C14 1.519, C18 1.444
14 C -0.610 1.621 1.756  C13 1.519, C15 1.510, H54 1.085, H55 1.082
15 C -1.179 2.983 1.440  C14 1.510, O16 1.172, Cl17 1.769
16 O -1.907 3.545 2.167  C15 1.172
17 Cl -0.694 3.734 -0.087  C15 1.769
18 C -2.291 -0.111 0.954  C13 1.444, C19 1.512, C26 1.389
19 C -3.177 0.320 2.100  C18 1.512, C20 1.538, H56 1.090, H57 1.081
20 C -3.263 -0.683 3.263  C19 1.538, C21 1.488, H58 1.080, H59 1.091
21 C -4.296 -0.255 4.244  C20 1.488, F22 1.348, C23 1.327
22 F -4.165 1.001 4.715  C21 1.348
23 C -5.268 -1.013 4.735  C21 1.327, F24 1.322, F25 1.321
24 F -5.863 -1.981 4.060  C23 1.322
25 F -5.773 -0.871 5.947  C23 1.321
26 C -2.662 -1.120 0.075  C18 1.389, C27 1.515, C31 1.425
27 C -3.953 -1.898 0.224  C26 1.515, C28 1.562, H60 1.083, H61 1.083
28 C -3.697 -3.240 0.982  C27 1.562, C29 1.521, H62 1.088, H63 1.091
29 C -3.693 -4.471 0.088  C28 1.521, N30 1.494, H64 1.088, H65 1.084
30 N -3.809 -5.697 0.933  C29 1.494, H66 1.013, H67 1.012
31 C -1.813 -1.460 -1.019  C26 1.425, N32 1.365, C37 1.403
32 N -2.224 -2.432 -1.885  C31 1.365, C33 1.303
33 C -1.404 -2.726 -2.854  N32 1.303, C34 1.412, H68 1.080
34 C -0.164 -2.069 -3.011  C33 1.412, S35 1.794, N36 1.301
35 S 0.874 -2.589 -4.378  C34 1.794, H69 1.341
36 N 0.261 -1.112 -2.239  C34 1.301, C37 1.366
37 C -0.588 -0.805 -1.213  C12 1.428, C31 1.403, N36 1.366
38 H 7.710 -3.511 1.340  C1 1.090
39 H 6.253 -4.444 1.468  C1 1.085
40 H 6.657 -3.538 -0.049  C1 1.086
41 H 4.931 -2.526 1.775  C2 1.086
42 H 6.451 -2.095 2.581  C2 1.089
43 H 8.017 -1.501 -0.089  C4 1.088
44 H 8.092 -1.032 1.591  C4 1.094
45 H 9.021 0.628 0.010  C5 1.087
46 H 7.636 1.352 0.887  C5 1.088
47 H 7.453 0.787 -0.757  C5 1.086
48 H 3.959 -0.835 -1.275  C9 1.087
49 H 3.325 0.684 -1.906  C9 1.085
50 H 2.456 0.049 0.902  C10 1.090
51 H 1.929 -1.072 -0.317  C10 1.087
52 H 1.207 1.841 -0.045  C11 1.078
53 H 1.169 1.088 -1.644  C11 1.086
54 H 0.471 1.663 1.838  C14 1.085
55 H -0.977 1.365 2.741  C14 1.082
56 H -4.182 0.461 1.701  C19 1.090
57 H -2.904 1.286 2.500  C19 1.081
58 H -3.526 -1.677 2.931  C20 1.080
59 H -2.325 -0.690 3.822  C20 1.091
60 H -4.348 -2.143 -0.755  C27 1.083
61 H -4.660 -1.314 0.801  C27 1.083
62 H -4.410 -3.395 1.789  C28 1.088
63 H -2.713 -3.191 1.448  C28 1.091
64 H -4.537 -4.448 -0.599  C29 1.088
65 H -2.769 -4.549 -0.472  C29 1.084
66 H -4.527 -6.286 0.528  N30 1.013
67 H -2.968 -6.250 0.828  N30 1.012
68 H -1.686 -3.502 -3.550  C33 1.080
69 H 0.558 -1.674 -5.306  S35 1.341
70 C -2.864 7.398 0.431  C71 1.385, C75 1.385, H76 1.083
71 C -3.230 6.093 0.142  C70 1.385, C72 1.386, H77 1.079
72 C -4.017 5.866 -0.976  C71 1.386, N73 1.332, H78 1.086
73 N -4.445 6.830 -1.790  C72 1.332, C74 1.331
74 C -4.084 8.077 -1.497  N73 1.331, C75 1.387, H79 1.084
75 C -3.297 8.414 -0.406  C70 1.385, C74 1.387, H80 1.081
76 H -2.250 7.618 1.295  C70 1.083
77 H -2.917 5.274 0.770  C71 1.079
78 H -4.324 4.859 -1.241  C72 1.086
79 H -4.446 8.841 -2.176  C74 1.084
80 H -3.033 9.445 -0.218  C75 1.081
81 C -8.120 -4.285 7.245  C82 1.385, C86 1.385, H87 1.083
82 C -8.650 -4.688 8.460  C81 1.385, C83 1.387, H88 1.081
83 C -8.242 -4.024 9.607  C82 1.387, N84 1.331, H89 1.085
84 N -7.365 -3.023 9.609  C83 1.331, C85 1.332
85 C -6.864 -2.650 8.433  N84 1.332, C86 1.387, H90 1.084
86 C -7.207 -3.243 7.227  C81 1.385, C85 1.387, H91 1.076
87 H -8.413 -4.776 6.325  C81 1.083
88 H -9.365 -5.497 8.519  C82 1.081
89 H -8.634 -4.305 10.578  C83 1.085
90 H -6.151 -1.834 8.465  C85 1.084
91 H -6.773 -2.902 6.304  C86 1.076
92 C -5.680 -2.916 -6.161  C93 1.385, C97 1.385, H98 1.082
93 C -5.047 -1.780 -5.686  C92 1.385, C94 1.386, H99 1.081
94 C -3.665 -1.794 -5.577  C93 1.386, N95 1.332, H100 1.085
95 N -2.908 -2.841 -5.902  C94 1.332, C96 1.332
96 C -3.533 -3.925 -6.356  N95 1.332, C97 1.387, H101 1.085
97 C -4.909 -4.015 -6.506  C92 1.385, C96 1.387, H102 1.081
98 H -6.757 -2.946 -6.262  C92 1.082
99 H -5.610 -0.900 -5.405  C93 1.081
100 H -3.130 -0.924 -5.212  C94 1.085
101 H -2.892 -4.763 -6.611  C96 1.085
102 H -5.362 -4.922 -6.881  C97 1.081
103 C 0.495 4.951 -3.563  C104 1.385, C108 1.385, H109 1.084
104 C 0.937 5.554 -4.728  C103 1.385, C105 1.386, H110 1.081
105 C 0.061 6.384 -5.411  C104 1.386, N106 1.331, H111 1.085
106 N -1.184 6.634 -5.011  C105 1.331, C107 1.333
107 C -1.596 6.045 -3.889  N106 1.333, C108 1.388, H112 1.084
108 C -0.798 5.200 -3.129  C103 1.385, C107 1.388, H113 1.083
109 H 1.148 4.296 -2.999  C103 1.084
110 H 1.938 5.386 -5.102  C104 1.081
111 H 0.367 6.879 -6.326  C105 1.085
112 H -2.614 6.264 -3.590  C107 1.084
113 H -1.171 4.743 -2.221  C108 1.083
114 C 13.987 0.213 -1.902  C115 1.385, C119 1.385, H120 1.082
115 C 13.619 -0.349 -0.691  C114 1.385, C116 1.386, H121 1.081
116 C 12.429 0.064 -0.110  C115 1.386, N117 1.332, H122 1.085
117 N 11.619 0.974 -0.648  C116 1.332, C118 1.332
118 C 11.990 1.504 -1.812  N117 1.332, C119 1.387, H123 1.085
119 C 13.157 1.160 -2.478  C114 1.385, C118 1.387, H124 1.081
120 H 14.908 -0.082 -2.389  C114 1.082
121 H 14.238 -1.091 -0.206  C115 1.081
122 H 12.102 -0.353 0.837  C116 1.085
123 H 11.314 2.243 -2.226  C118 1.085
124 H 13.406 1.623 -3.423  C119 1.081

=====

Number 1: energy -85126.4938 eV, Kohn-Sham gap 9.02 eV. Number 2: energy -121410.9899 eV, Kohn-Sham gap 7.47 eV.